No. 1
Density functional theory data (wB97M-V/def2-TZVPD) for a structure of composition C19H27As2I3NO10S2Sr at a distorted geometry.

Computed properties:
* electronic energy: -210583.7157 eV
* multiplicity: 1
* frontier orbital gap: 0.2177 hartree
* energy above the lowest of the compared OMol25 structures with the same formula, charge and spin: 237.79 kJ/mol
* lowest unoccupied orbital energy: -0.1453 Ha
* net charge: +1

Last column: Löwdin charge in e.
Cartesian coordinates (Å):
Sr -1.25978 0.72040 2.73507  0.890
I -4.49610 0.21175 3.35608  0.703
C -4.14793 -0.63662 1.22595  -0.904
I -3.14390 0.67917 -0.24014  0.793
H -5.10731 -0.95550 0.74350  0.000
H -3.40959 -1.37675 1.39879  -0.084
C 0.16185 6.21878 2.51053  -0.107
O 0.95177 5.03401 2.49078  -0.175
C 0.33876 3.85171 2.56645  -1.354
S 1.17569 2.40631 2.48973  0.501
S -1.31577 3.69757 2.64049  0.480
H 0.65174 6.91073 1.79544  0.106
H 0.22118 6.65516 3.50247  0.095
H -0.85925 6.16797 2.17000  0.041
C -0.88722 3.09448 -3.25412  0.001
O 0.18761 2.09792 -3.49822  -0.057
C 0.89855 1.67391 -2.42972  -0.481
O 0.95877 2.27071 -1.33588  0.041
C 1.53090 0.34826 -2.76320  -0.386
C 1.21262 -0.38802 -3.84484  -0.313
As 0.32869 -2.06772 -3.44270  1.288
C -1.59136 -1.48606 -3.42338  -0.234
C 0.55438 -2.28299 -1.54908  -0.341
C 1.27858 -1.43866 -0.80088  -0.287
As 2.78710 -0.27660 -1.44320  1.352
C 3.76035 -1.75697 -2.32038  -0.285
C 0.94243 -1.35080 0.65882  -0.476
O 0.18961 -0.55394 1.21427  -0.147
O 1.65107 -2.19362 1.43442  0.000
C 1.26655 -2.20848 2.82515  -0.017
C -0.38762 -3.32076 -1.01306  -0.511
O -1.39562 -3.02449 -0.41016  0.078
O 0.00442 -4.64873 -1.17153  -0.052
C -0.91736 -5.58460 -0.44654  -0.007
C 1.54300 0.05611 -5.26847  -0.512
O 2.65404 0.38908 -5.59546  0.141
O 0.41802 0.00037 -6.01729  -0.066
C 0.64223 0.42399 -7.40924  0.007
H -0.95295 3.34343 -2.15335  0.099
H -1.86941 2.70123 -3.56636  0.089
H -0.62616 4.00007 -3.79005  0.088
H -1.85961 -1.40737 -4.46667  0.023
H -1.75059 -0.49770 -3.01091  -0.008
H -2.14354 -2.17904 -2.85640  0.000
H 3.46694 -2.70364 -1.82834  0.041
H 4.82683 -1.57655 -2.17286  0.020
H 3.65619 -1.73790 -3.38610  0.011
H 0.18626 -2.42173 2.95178  0.109
H 1.51299 -1.25841 3.34475  0.108
H 1.83069 -2.93784 3.29789  0.074
H -0.41518 -6.53484 -0.44352  0.082
H -1.90140 -5.63011 -0.95800  0.103
H -1.04726 -5.25565 0.62445  0.103
H -0.36588 0.68119 -7.69862  0.091
H 1.02686 -0.43765 -7.92940  0.094
H 1.35599 1.27108 -7.40112  0.106
N -0.17146 1.94194 6.63981  0.197
C -0.34141 0.65584 6.38140  -0.574
O -0.68926 0.18392 5.23341  -0.184
C -0.11478 -0.37468 7.50814  -0.540
I -1.75941 -0.56448 8.90390  0.782
H -0.04811 2.65774 5.90366  0.139
H 0.10408 2.23947 7.60124  0.149
H 0.72507 -0.16938 8.14757  0.036
H -0.02655 -1.34602 7.04324  0.041

Force components x, y, z for each atom (eV/Å):
0.997 0.711 0.282
0.028 -0.578 -1.870
-0.781 1.539 -0.168
-0.577 -0.393 1.015
0.983 0.253 0.923
0.149 -0.981 0.056
0.922 1.679 -0.679
-0.474 -1.256 -0.038
0.180 -0.052 -0.338
1.551 -0.283 0.189
-2.128 0.496 0.353
-0.012 -0.372 0.539
-0.134 -0.015 0.130
-0.265 -0.747 0.119
0.489 -0.230 1.382
-1.431 0.657 0.712
1.069 1.933 0.808
-0.258 -2.080 -2.671
0.021 1.580 0.677
0.830 0.375 -0.185
0.342 -2.140 -1.842
1.554 1.453 -0.513
0.155 0.561 -0.315
-0.623 -0.437 1.486
-1.022 -0.704 0.886
0.214 0.121 0.680
0.906 -0.160 1.557
-0.055 -0.422 -1.196
-0.634 0.012 -0.231
-1.023 1.802 -0.171
-0.072 -1.361 1.146
0.187 0.030 -0.199
-1.314 1.505 0.784
0.041 1.249 0.291
-2.011 0.241 0.771
-0.965 -0.406 0.133
1.593 0.301 -0.395
-0.116 0.193 1.288
0.313 -0.361 -1.198
0.687 -0.095 -0.197
-0.044 -0.040 -0.150
-0.263 -0.419 -0.224
0.236 0.236 0.326
-0.720 -1.062 0.409
0.171 0.454 -0.578
-0.076 -0.017 0.352
-0.523 -0.313 -0.621
0.569 0.062 -0.232
-0.222 -0.301 -0.589
1.042 -1.608 0.564
0.190 -0.269 -0.292
0.731 0.079 0.332
0.099 -0.158 -1.258
0.067 0.215 -0.579
0.151 -0.043 -0.454
-0.569 -0.518 -0.276
0.834 1.207 0.866
-0.859 -2.140 -1.867
0.763 1.508 2.070
-0.760 0.478 -0.399
0.204 0.215 -0.440
-0.420 -0.876 0.430
-0.373 -0.497 -1.330
0.388 0.232 -0.016
0.065 -0.041 -0.044

No. 2
Density functional theory data (wB97M-V/def2-TZVPD) for a structure of composition C19H27BN11Sc.

Computed properties:
* electronic energy: -57900.3412 eV
* multiplicity: 1
* frontier orbital gap: 0.2824 hartree
* energy above the lowest of the compared OMol25 structures with the same formula, charge and spin: 0.00 kJ/mol
* lowest unoccupied orbital energy: -0.2144 Ha
* net charge: +2

Last column: Löwdin charge in e.
Cartesian coordinates (Å):
Sc -0.88378 1.60990 1.24775  1.126
B -0.03775 1.27407 3.92096  -0.386
N 0.92445 0.37491 3.12624  -0.072
C 1.90427 -0.45879 3.47245  -0.020
C 2.41143 -1.05458 2.32420  -0.007
C 1.66546 -0.52149 1.28613  -0.088
N 0.76319 0.34870 1.77265  -0.079
N -1.47533 0.68403 3.90211  -0.067
C -2.23031 0.07810 4.81313  -0.016
C -3.47275 -0.20533 4.25413  -0.008
C -3.39470 0.27844 2.96161  -0.108
N -2.18099 0.81932 2.74296  -0.087
H -0.15617 2.31075 3.23074  0.060
H 0.34837 1.51695 5.01822  0.101
H 2.18820 -0.57656 4.50564  0.145
H 3.21128 -1.76991 2.25449  0.116
H 1.73389 -0.71623 0.22594  0.084
H -1.85128 -0.10640 5.80527  0.147
H -4.31055 -0.68313 4.72984  0.118
H -4.14552 0.27425 2.18658  0.123
N 0.61769 3.34096 0.87163  -0.032
C -0.03658 4.59074 0.40290  -0.205
C -1.37892 4.73365 1.08826  -0.206
N -2.19037 3.51178 0.83634  -0.027
H 1.03901 3.50226 1.78602  0.104
H 1.40119 3.10081 0.26799  0.112
H -0.17225 4.52133 -0.67842  0.118
H 0.57985 5.46866 0.59456  0.137
H -1.88381 5.63456 0.73980  0.136
H -1.24577 4.82730 2.16744  0.131
H -2.53536 3.51875 -0.12226  0.111
H -3.02197 3.53048 1.42281  0.112
C 0.04682 1.49145 -2.30150  0.024
C -0.76508 0.39884 -1.70473  -0.330
N -1.37047 0.43347 -0.51836  -0.016
C -1.99122 -0.80344 -0.35015  -0.085
C -1.74717 -1.56463 -1.43595  0.004
N -0.98659 -0.78952 -2.28883  0.003
C -0.28481 -1.28841 -3.46350  -0.032
N 0.92398 -1.94219 -3.04060  -0.047
N 1.71046 -1.32467 -2.12637  0.035
N 2.73830 -2.04484 -1.89483  0.094
C 2.66985 -3.17427 -2.68096  -0.215
C 3.54939 -4.25776 -2.79431  0.005
C 3.20001 -5.24987 -3.67493  -0.056
C 2.00921 -5.18165 -4.43270  -0.052
C 1.13473 -4.12523 -4.33546  -0.007
C 1.49587 -3.11964 -3.43391  -0.160
H -0.04231 2.38881 -1.68963  0.055
H -0.30594 1.74927 -3.30043  0.105
H 1.09452 1.19566 -2.36728  0.091
H -2.55088 -1.05234 0.53482  0.106
H -2.03914 -2.57101 -1.68137  0.144
H -0.08027 -0.44996 -4.12808  0.144
H -0.91674 -2.00316 -3.98502  0.150
H 4.45994 -4.29579 -2.21323  0.122
H 3.84713 -6.10631 -3.80245  0.115
H 1.78310 -5.98849 -5.11664  0.117
H 0.23318 -4.08263 -4.93164  0.112

Force components x, y, z for each atom (eV/Å):
0.128 0.093 -0.081
-0.093 0.022 0.032
0.048 -0.012 -0.053
0.042 -0.037 -0.013
-0.026 0.018 0.003
-0.002 -0.001 -0.006
0.057 -0.057 -0.014
-0.067 0.043 -0.029
0.004 -0.017 0.009
0.005 0.013 -0.017
0.006 -0.020 0.033
-0.096 -0.063 0.110
-0.012 0.030 0.000
-0.015 0.019 -0.005
-0.012 0.008 0.005
0.002 0.000 0.005
0.004 0.001 0.001
0.000 -0.001 -0.001
-0.001 0.002 0.002
-0.002 -0.003 -0.001
-0.046 -0.030 -0.028
-0.001 0.028 -0.017
-0.009 0.072 -0.003
0.116 -0.142 0.051
0.011 0.003 -0.003
0.000 -0.002 -0.003
0.003 -0.011 0.004
0.016 -0.009 0.001
-0.019 -0.009 0.008
0.000 -0.008 0.001
-0.022 0.058 0.005
-0.008 -0.011 -0.002
-0.023 0.026 0.015
-0.035 -0.058 -0.024
0.007 0.092 0.003
0.035 -0.078 0.002
-0.037 0.000 0.045
0.003 0.041 -0.044
-0.002 0.005 0.040
-0.004 0.024 -0.062
0.024 0.002 0.034
-0.003 -0.007 -0.009
-0.047 0.018 -0.013
0.004 0.000 0.003
0.017 -0.002 0.011
-0.014 0.001 -0.009
-0.008 0.015 0.001
0.036 -0.028 0.034
0.020 -0.001 -0.003
-0.003 -0.011 -0.001
0.005 0.005 0.013
0.001 0.012 0.001
-0.006 0.004 -0.014
0.006 -0.009 -0.004
0.007 -0.013 0.000
0.004 -0.007 -0.005
0.001 0.001 0.000
-0.001 0.001 -0.001
0.004 -0.009 -0.006

No. 3
Density functional theory data (wB97M-V/def2-TZVPD) for a cluster of 5 separate species, C19H27Br9NO6PS in total at a distorted geometry.

Computed properties:
* electronic energy: -684421.9153 eV
* multiplicity: 1
* frontier orbital gap: 0.3069 hartree
* structure (SMILES): COCc1c(P(O)Br)ccc2c1C(=O)N(C[SH](=O)=O)C2=O.BrCCBr.BrCCBr.BrCCBr.BrCCBr
* lowest unoccupied orbital energy: -0.0281 Ha

Last column: Löwdin charge in e.
Cartesian coordinates (Å):
C -4.89016 -3.89201 -0.76949  -0.091
O -3.81307 -4.15856 -1.64017  -0.260
C -2.54968 -4.14500 -0.97686  -0.195
C -1.84062 -2.85616 -1.29058  -0.112
C -1.76631 -2.33925 -2.59971  -0.296
P -2.50587 -3.18680 -4.09376  0.625
O -1.47629 -2.62593 -5.26146  -0.399
Br -1.94235 -5.35805 -4.00113  0.358
C -1.15517 -1.13140 -2.94277  -0.159
C -0.54756 -0.33046 -1.90151  -0.101
C -0.63176 -0.89798 -0.65608  -0.095
C -1.22849 -2.10472 -0.32044  -0.028
C -1.05596 -2.33765 1.13890  -0.336
O -1.45842 -3.28386 1.75790  0.118
N -0.36765 -1.23097 1.70332  0.057
C 0.97136 -1.50070 2.31160  -0.169
S 0.99618 -2.78388 3.58326  0.699
O 2.00657 -3.72209 3.18324  -0.337
O 1.26166 -2.12790 4.83468  -0.351
C -0.10295 -0.33782 0.61647  -0.390
O 0.48298 0.69800 0.72879  0.052
H -5.80824 -4.07069 -1.32575  0.091
H -4.91194 -2.85399 -0.42585  0.095
H -4.89657 -4.57916 0.07935  0.092
H -2.71263 -4.28279 0.08600  0.109
H -1.98182 -4.99271 -1.35291  0.074
H -0.66081 -3.14810 -5.21812  0.038
H -1.16703 -0.83989 -3.96689  0.011
H -0.06894 0.62403 -2.01981  0.038
H 1.27839 -0.59013 2.82168  0.063
H 1.72941 -1.68511 1.54923  0.108
H -0.23955 -3.33181 3.66535  0.079
Br 6.25567 0.79517 -0.26450  0.615
C 4.68280 1.58932 -1.09318  -0.677
C 3.41294 0.97822 -0.56172  -0.702
Br 3.09225 -0.79063 -1.31567  0.660
H 4.79462 1.46533 -2.16549  0.049
H 4.72858 2.64746 -0.84494  0.060
H 2.54901 1.57302 -0.85051  0.057
H 3.42163 0.85995 0.51515  -0.024
Br -1.42284 1.52168 -3.77748  0.880
C -1.95121 1.96342 -5.60223  -0.633
C -3.11854 2.91356 -5.63523  -0.697
Br -4.78717 2.00424 -5.22097  0.612
H -2.16020 1.02157 -6.10120  0.056
H -1.07359 2.42338 -6.05169  0.061
H -3.25207 3.32019 -6.63523  0.058
H -3.01754 3.72701 -4.92466  0.050
Br 5.44611 -0.19702 3.53676  0.610
C 5.33580 1.74486 3.59365  -0.696
C 4.02649 2.20365 4.17709  -0.661
Br 2.59547 2.02281 2.87518  0.700
H 5.49386 2.10376 2.58079  0.023
H 6.16805 2.05750 4.22079  0.058
H 4.05945 3.26370 4.42095  0.059
H 3.73613 1.64094 5.05846  0.055
Br 0.17346 6.13984 3.01472  0.598
C -1.26008 5.28707 4.01719  -0.698
C -0.88134 3.89669 4.45060  -0.691
Br -0.97224 2.63430 2.97812  0.627
H -2.14057 5.30391 3.38371  0.048
H -1.42367 5.92488 4.88307  0.056
H -1.58487 3.52482 5.19242  0.058
H 0.12693 3.83895 4.84959  0.044

Force components x, y, z for each atom (eV/Å):
-0.467 -0.006 -0.209
0.264 -0.189 -0.031
-0.604 -0.012 -0.296
-0.156 -0.145 0.053
0.402 -0.838 -0.807
-1.128 0.761 -0.143
0.029 -0.821 0.383
0.407 0.142 -0.025
0.777 -0.161 2.504
-1.076 -2.092 -0.575
0.255 0.353 1.098
-0.011 0.409 -0.307
-0.393 -0.102 -0.454
0.215 -0.283 0.447
1.112 -0.319 -0.935
-0.996 0.501 0.418
1.981 0.308 1.109
-0.640 -0.548 -0.661
-0.786 0.335 0.098
-0.366 0.590 -0.610
0.432 0.392 0.264
0.023 0.028 -0.124
0.174 0.019 0.113
0.138 0.066 0.124
0.263 0.113 0.170
0.113 -0.017 0.053
0.197 0.313 -0.223
0.286 -0.048 -0.173
0.228 -0.027 -0.084
-0.055 -0.041 0.233
-0.064 -0.590 -0.001
0.064 0.075 -0.429
-0.021 0.012 -0.068
0.116 -0.007 0.160
-0.100 -0.007 -0.240
0.036 -0.033 0.075
-0.033 -0.021 -0.005
-0.072 -0.006 0.029
0.014 0.020 0.032
0.032 0.000 0.003
-0.589 1.733 -1.109
0.200 0.225 0.155
-0.205 -0.103 -0.140
0.031 0.035 0.066
-0.052 0.017 0.009
-0.027 0.030 -0.013
0.044 -0.025 -0.011
0.051 -0.013 0.017
-0.069 0.060 -0.091
0.217 -0.199 0.214
-0.039 0.171 -0.183
-0.089 0.004 0.189
-0.026 -0.010 -0.010
-0.036 0.042 0.025
0.071 0.000 -0.025
0.018 -0.062 -0.029
-0.048 -0.025 -0.046
0.180 0.176 0.083
-0.184 -0.230 -0.055
-0.046 0.022 -0.025
-0.003 -0.055 -0.005
0.003 -0.032 0.021
-0.014 0.060 0.016
0.016 0.055 -0.022